# 1
{
  "formula": "C2H9N3O",
  "method": "ωB97M-V/def2-TZVPD",
  "species": ["H", "N", "C", "N", "N", "C", "H", "H", "H", "H", "H", "H", "O", "H", "H"],
  "positions_angstrom": [[-0.4004, 0.1450, -2.3305], [0.1871, 0.4473, -1.5598], [0.1395, -0.3835, -0.5916], [-0.9416, -1.2611, -0.3097], [1.2350, -0.6148, 0.2119], [2.2070, 0.4758, 0.3103], [-1.5426, -0.9538, 0.4373], [-1.3736, -1.6239, -1.1415], [0.9457, -0.8846, 1.1473], [1.7850, 1.4273, 0.6183], [2.8713, 0.1690, 1.1300], [2.9947, 0.4280, -0.4266], [-2.1765, 0.9443, 1.5032], [-1.6012, 1.6005, 1.0841], [-2.8388, 0.8617, 0.7942]],
  "nbo_charge": [0.34, -0.78, 0.58, -0.91, -0.59, -0.42, 0.40, 0.38, 0.38, 0.20, 0.19, 0.22, -0.94, 0.48, 0.47],
  "lumo_ha": 0.0261,
  "smiles": "[H]/N=C(\\N)NC.O",
  "energy_ev": -8737.1150,
  "orbital_gap_ev": 9.5,
  "multiplicity": 1,
  "relative_energy_kj_mol": 127.8,
  "charge": 0
}

# 2
{
  "formula": "C20H22N2O2S",
  "method": "ωB97M-V/def2-TZVPD",
  "species": ["O", "C", "C", "C", "S", "C", "C", "C", "C", "C", "C", "N", "C", "C", "C", "C", "C", "C", "C", "O", "N", "C", "C", "C", "C", "H", "H", "H", "H", "H", "H", "H", "H", "H", "H", "H", "H", "H", "H", "H", "H", "H", "H", "H", "H", "H", "H"],
  "positions_angstrom": [[1.5705, 0.7773, 0.7177], [0.6261, 0.9057, 1.4669], [-0.2986, 2.1107, 1.4441], [-0.1146, 2.8797, 0.1420], [-1.5031, 4.0004, -0.2031], [-2.7999, 2.9340, -0.7775], [-2.6951, 1.5572, -0.9111], [-3.7804, 0.8337, -1.3779], [-4.9645, 1.4650, -1.7118], [-5.0657, 2.8412, -1.5770], [-3.9918, 3.5725, -1.1121], [0.3001, -0.0118, 2.4149], [0.8133, -1.3198, 2.4689], [1.1160, -1.8879, 3.7007], [1.5952, -3.1824, 3.7705], [1.7707, -3.9199, 2.6113], [1.4632, -3.3601, 1.3842], [0.9905, -2.0575, 1.2956], [0.5106, -1.5010, -0.0118], [-0.6525, -1.1456, -0.1455], [1.3970, -1.4884, -1.0200], [2.8402, -1.5796, -0.8513], [3.4143, -1.0267, -2.1578], [2.3212, -0.0744, -2.6358], [1.0603, -0.8514, -2.2815], [-0.0854, 2.7566, 2.2993], [-1.3297, 1.7602, 1.5316], [0.7671, 3.5179, 0.1846], [-0.0040, 2.1989, -0.7011], [-1.7978, 1.0150, -0.6597], [-3.6827, -0.2373, -1.4718], [-5.8045, 0.8911, -2.0738], [-5.9848, 3.3470, -1.8342], [-4.0590, 4.6447, -1.0031], [-0.4054, 0.2250, 3.0964], [0.9674, -1.3098, 4.6012], [1.8260, -3.6176, 4.7311], [2.1345, -4.9348, 2.6649], [1.5579, -3.9490, 0.4839], [3.1411, -0.9630, 0.0006], [3.1533, -2.6109, -0.6716], [3.5509, -1.8312, -2.8824], [4.3698, -0.5310, -2.0024], [2.3576, 0.8477, -2.0556], [2.3889, 0.1596, -3.6959], [0.8431, -1.6193, -3.0333], [0.1727, -0.2311, -2.1510]],
  "nbo_charge": [-0.63, 0.71, -0.53, -0.52, 0.25, -0.18, -0.21, -0.20, -0.24, -0.20, -0.24, -0.64, 0.25, -0.24, -0.20, -0.22, -0.17, -0.17, 0.70, -0.66, -0.43, -0.22, -0.41, -0.41, -0.22, 0.24, 0.24, 0.24, 0.23, 0.22, 0.22, 0.21, 0.21, 0.22, 0.41, 0.21, 0.22, 0.22, 0.22, 0.22, 0.20, 0.20, 0.22, 0.22, 0.22, 0.19, 0.23],
  "lumo_ha": 0.0253,
  "smiles": "O=C(CCSc1ccccc1)Nc1ccccc1C(=O)N1CCCC1",
  "energy_ev": -39008.9412,
  "orbital_gap_ev": 8.6,
  "multiplicity": 1,
  "relative_energy_kj_mol": 34.9,
  "charge": 0
}

# 3
{
  "formula": "C14H24B2Cl24NO6P2",
  "method": "ωB97M-V/def2-TZVPD",
  "species": ["C", "P", "C", "C", "N", "C", "C", "O", "B", "O", "O", "B", "O", "O", "C", "P", "O", "H", "H", "H", "H", "H", "H", "H", "H", "H", "H", "H", "H", "H", "H", "H", "H", "C", "Cl", "Cl", "Cl", "H", "C", "Cl", "Cl", "Cl", "H", "C", "Cl", "Cl", "Cl", "H", "C", "Cl", "Cl", "Cl", "H", "C", "Cl", "Cl", "Cl", "H", "C", "Cl", "Cl", "Cl", "H", "C", "Cl", "Cl", "Cl", "H", "C", "Cl", "Cl", "Cl", "H"],
  "positions_angstrom": [[0.3175, -0.2545, -3.0426], [-1.0195, -0.6723, -1.8576], [-1.2770, -2.4575, -2.2249], [0.0845, -0.7806, -0.3214], [-0.0303, -1.9774, 0.5706], [0.3838, -1.7397, 1.7535], [0.8044, -0.2896, 1.8966], [2.1726, -0.0767, 1.5124], [3.1909, -0.9399, 1.8979], [4.3805, -0.9022, 1.2563], [2.9513, -1.7980, 2.9515], [0.5301, 0.3063, 3.3878], [0.7188, -0.5210, 4.4602], [0.0505, 1.5700, 3.5362], [-0.0579, 0.3083, 0.7606], [0.2623, 2.0481, 0.2699], [-0.8257, 2.9716, 0.6357], [-0.1235, 0.0873, -3.9773], [0.9550, 0.5320, -2.6408], [0.9560, -1.1139, -3.2612], [-2.0836, -2.5305, -2.9531], [-1.5756, -3.0266, -1.3432], [-0.3869, -2.9224, -2.6540], [1.1163, -0.8502, -0.6805], [-0.4139, -2.8737, 0.2921], [0.3504, -2.4893, 2.5322], [4.5606, -0.0568, 0.8292], [3.3218, -2.6799, 2.8339], [1.6301, -0.8084, 4.5938], [0.5993, 2.2805, 3.1904], [-1.1050, 0.3038, 1.0838], [0.5282, 1.9580, -1.1047], [1.5129, 2.3244, 0.8511], [-4.8198, -0.4251, -3.8157], [-5.4742, -2.0601, -3.8533], [-4.7365, 0.1862, -2.1690], [-3.2359, -0.3767, -4.6062], [-5.4812, 0.2206, -4.3787], [-0.8203, -1.8155, 7.4727], [-2.1910, -2.8299, 7.9162], [-0.8029, -0.3363, 8.4180], [0.6970, -2.7098, 7.6385], [-0.9300, -1.5405, 6.4317], [-1.4622, 2.9490, -6.8085], [-3.1469, 2.5102, -6.5583], [-0.5208, 2.6636, -5.3305], [-0.7613, 2.0707, -8.1600], [-1.4162, 4.0085, -7.0238], [-4.6879, 2.6045, -10.4345], [-5.8538, 2.1090, -9.2056], [-3.5809, 3.8215, -9.8005], [-3.8013, 1.2153, -11.0572], [-5.2379, 3.0490, -11.2531], [1.0695, -2.0271, -7.1296], [2.0647, -2.7971, -5.8870], [-0.3840, -1.3275, -6.4107], [1.9840, -0.8105, -8.0053], [0.7586, -2.7925, -7.8283], [-4.5544, 0.5907, 6.4955], [-5.3156, -0.9587, 6.1384], [-4.5563, 0.9142, 8.2228], [-2.9074, 0.6410, 5.8496], [-5.1237, 1.3672, 6.0023], [8.0405, -0.1186, 0.9757], [7.5854, 0.1786, 2.6494], [8.2299, -1.8358, 0.6570], [6.8537, 0.5975, -0.1324], [8.9873, 0.3709, 0.7894], [2.5076, 1.9854, 9.8411], [3.2411, 2.1800, 11.4278], [3.3307, 2.9823, 8.6367], [2.4920, 0.2930, 9.3495], [1.4816, 2.3238, 9.9020]],
  "lowdin_charge": [-0.31, 0.92, -0.28, -0.40, 0.16, 0.10, -0.29, 0.13, -0.81, 0.19, 0.20, -0.58, 0.18, 0.21, -0.31, 0.75, -0.38, -0.04, 0.02, 0.03, 0.01, 0.03, 0.05, 0.13, 0.16, 0.17, 0.06, 0.14, 0.12, 0.12, 0.15, 0.01, 0.04, -1.53, 0.54, 0.53, 0.49, 0.02, -1.57, 0.54, 0.51, 0.52, -0.03, -1.54, 0.50, 0.52, 0.52, 0.02, -1.54, 0.52, 0.51, 0.53, 0.01, -1.53, 0.52, 0.51, 0.55, 0.02, -1.54, 0.52, 0.54, 0.53, 0.01, -1.53, 0.55, 0.55, 0.55, 0.01, -1.56, 0.54, 0.51, 0.50, 0.01],
  "lumo_ha": -0.1638,
  "energy_ev": -349149.7378,
  "orbital_gap_ev": 7.5,
  "multiplicity": 1,
  "charge": 1
}

# 4
{
  "formula": "C3H4O2",
  "method": "ωB97M-V/def2-TZVPD",
  "species": ["O", "C", "C", "C", "O", "H", "H", "H", "H"],
  "positions_angstrom": [[-1.5744, -1.3700, -0.6735], [-0.6579, -1.2773, 0.1134], [0.6133, -0.5650, -0.1149], [0.3943, 1.1304, -0.0343], [1.0804, 0.3134, 0.8667], [-0.6461, -1.9115, 1.0182], [0.4782, 0.2680, -1.1258], [1.0264, 1.9305, -0.4417], [-0.5985, 1.4384, 0.2809]],
  "nbo_charge": [-0.53, 0.32, -0.03, -0.12, -0.48, 0.12, 0.28, 0.23, 0.21],
  "lumo_ha": 0.0100,
  "energy_ev": -7265.7618,
  "orbital_gap_ev": 9.3,
  "multiplicity": 1,
  "relative_energy_kj_mol": 475.1,
  "charge": 0
}

# 5
{
  "formula": "C3H9N2S",
  "method": "ωB97M-V/def2-TZVPD",
  "species": ["C", "C", "C", "N", "N", "S", "H", "H", "H", "H", "H", "H", "H", "H", "H"],
  "positions_angstrom": [[1.9494, -0.3530, -0.1860], [-0.2643, 0.3773, -0.8560], [-2.2787, -0.2420, 0.2016], [3.0711, -0.6399, 0.4110], [-1.2868, 0.8128, 0.2230], [1.2338, 1.1823, -0.3612], [1.1756, -1.1575, -0.3891], [-0.8054, 0.7759, -1.7114], [-1.8134, -1.1468, 0.4015], [-3.0046, -0.0681, 0.8758], [-2.5653, -0.3877, -0.7760], [3.7847, 0.0145, 0.5710], [3.1899, -1.6521, 0.5192], [-0.6867, 0.7838, 1.0977], [-1.6994, 1.7003, -0.0212]],
  "nbo_charge": [0.01, -0.63, -0.40, -0.67, -0.53, 0.37, 0.28, 0.19, 0.23, 0.21, 0.23, 0.43, 0.44, 0.43, 0.42],
  "lumo_ha": -0.1495,
  "energy_ev": -17062.7289,
  "orbital_gap_ev": 8.0,
  "multiplicity": 1,
  "relative_energy_kj_mol": 331.7,
  "charge": 1
}

# 6
{
  "formula": "C23H22MnN6O3SSe",
  "method": "ωB97M-V/def2-TZVPD",
  "species": ["Mn", "O", "C", "C", "C", "C", "C", "C", "C", "O", "N", "N", "C", "C", "C", "C", "C", "C", "C", "O", "H", "H", "H", "H", "H", "H", "H", "H", "H", "H", "Se", "N", "C", "C", "C", "C", "N", "C", "C", "H", "H", "H", "H", "C", "N", "C", "S", "N", "C", "H", "H", "H", "H", "H", "H", "H", "H"],
  "positions_angstrom": [[-0.1231, -0.9394, -0.8109], [-2.3334, 0.2818, -4.3854], [-2.8817, 1.3987, -3.8795], [-3.6118, 2.2157, -4.7453], [-4.2176, 3.3631, -4.2828], [-4.1059, 3.7304, -2.9418], [-3.3631, 2.9480, -2.0851], [-2.7386, 1.7803, -2.5380], [-1.8476, 1.0192, -1.6516], [-1.4155, -0.1471, -2.0254], [-1.4832, 1.5473, -0.5142], [-0.5565, 0.7459, 0.1085], [-0.0666, 1.2165, 1.2022], [0.9213, 0.5545, 2.0064], [1.3071, 1.1387, 3.2214], [2.2424, 0.5474, 4.0408], [2.8183, -0.6634, 3.6530], [2.4587, -1.2627, 2.4654], [1.5018, -0.6794, 1.6100], [1.2049, -1.2823, 0.4951], [-1.8296, -0.1717, -3.6845], [-3.6744, 1.9160, -5.7836], [-4.7855, 3.9835, -4.9643], [-4.5870, 4.6281, -2.5771], [-3.2336, 3.2199, -1.0479], [-0.4374, 2.1866, 1.5233], [0.8477, 2.0758, 3.5155], [2.5172, 1.0091, 4.9796], [3.5505, -1.1372, 4.2953], [2.8908, -2.2093, 2.1625], [0.1354, -2.6357, -2.2091], [-4.0077, -3.8311, 4.6353], [-3.4690, -3.4313, 3.7032], [-2.7934, -2.9244, 2.5505], [-1.6735, -3.5716, 2.0321], [-1.0199, -3.0140, 0.9560], [-1.4057, -1.8680, 0.3742], [-2.5228, -1.2917, 0.8304], [-3.2336, -1.7693, 1.9120], [-1.3243, -4.5014, 2.4565], [-0.1494, -3.4904, 0.5318], [-2.8579, -0.4013, 0.3143], [-4.1188, -1.2526, 2.2526], [4.6173, 1.5101, 0.7116], [3.4647, 1.4582, -0.1627], [3.1157, 0.4142, -0.9267], [1.7706, 0.6134, -1.9549], [3.8873, -0.6687, -0.8654], [3.6555, -1.8930, -1.6010], [4.7490, 2.5315, 1.0562], [5.5234, 1.2065, 0.1810], [4.4809, 0.8681, 1.5878], [2.8660, 2.2607, -0.2412], [4.5572, -0.7185, -0.1143], [3.2801, -1.6565, -2.5932], [2.9125, -2.5141, -1.0995], [4.5919, -2.4430, -1.6790]],
  "nbo_charge": [0.59, -0.68, 0.43, -0.30, -0.17, -0.27, -0.13, -0.24, 0.57, -0.73, -0.43, -0.32, 0.14, -0.24, -0.14, -0.29, -0.19, -0.26, 0.36, -0.69, 0.51, 0.22, 0.21, 0.21, 0.23, 0.20, 0.21, 0.22, 0.21, 0.21, 0.06, -0.26, 0.26, -0.11, -0.20, 0.09, -0.39, 0.06, -0.19, 0.24, 0.24, 0.23, 0.24, -0.44, -0.58, 0.37, -0.21, -0.58, -0.42, 0.23, 0.20, 0.21, 0.43, 0.40, 0.24, 0.22, 0.20],
  "lumo_ha": [-0.0517, -0.0499],
  "energy_ev": -146792.4771,
  "s2": 0.77,
  "orbital_gap_ev": [6.3, 6.2],
  "multiplicity": 2,
  "charge": 0
}

> Which of these has the highest multiplicity?

C23H22MnN6O3SSe

> Number 5 is which compound?

C3H9N2S

> What is the multiplicity in the fourth record?

1